No. 1
{"formula": "C6H12NO4P", "method": "ωB97M-V/def2-TZVPD", "symbols": ["C", "C", "P", "C", "C", "O", "C", "O", "C", "N", "O", "O", "H", "H", "H", "H", "H", "H", "H", "H", "H", "H", "H", "H"], "xyz": [[0.07, -1.55, 1.33], [-0.76, -1.00, 0.16], [-0.90, -2.38, -1.17], [-0.27, 0.34, -0.60], [1.07, 0.13, -1.16], [2.02, 0.64, -0.21], [1.54, 1.90, 0.16], [1.74, 2.90, -0.68], [0.02, 1.65, 0.41], [-2.17, -0.64, 0.74], [-3.05, -0.71, -0.08], [-2.26, -0.47, 1.95], [0.48, -0.67, 1.91], [-0.41, -2.24, 1.98], [0.81, -2.09, 0.78], [-2.01, -1.82, -1.90], [-1.64, -3.46, -0.55], [-0.99, 0.72, -1.29], [1.47, -0.85, -1.38], [1.31, 0.80, -1.95], [2.20, 2.11, 1.06], [2.53, 2.81, -1.23], [-0.60, 2.55, 0.27], [-0.18, 1.35, 1.43]], "nbo_charge": [-0.651, -0.124, 0.268, -0.274, -0.126, -0.533, 0.365, -0.727, -0.431, 0.516, -0.377, -0.382, 0.235, 0.241, 0.218, 0.021, 0.007, 0.248, 0.221, 0.192, 0.148, 0.489, 0.233, 0.223], "e_above_lowest_kj_mol": 670.19, "e_tot_ev": -25380.718, "smiles": "C[C@](P)([C@@H]1CO[C@@H](O)C1)[N+](=O)[O-]", "largest_force_ev_per_a": 4.5, "charge": 0, "gap_ev": 9.9538}

---

No. 2
{"formula": "C39H38N7O8PSY", "method": "ωB97M-V/def2-TZVPD", "symbols": ["Y", "C", "O", "C", "C", "C", "C", "C", "C", "N", "N", "C", "C", "O", "C", "C", "C", "C", "C", "C", "C", "C", "H", "H", "H", "H", "H", "H", "H", "H", "H", "H", "H", "H", "H", "N", "N", "C", "N", "N", "N", "O", "O", "H", "H", "H", "H", "H", "C", "C", "C", "C", "C", "C", "C", "P", "C", "C", "C", "C", "C", "C", "C", "C", "C", "C", "C", "C", "C", "C", "H", "H", "H", "H", "H", "H", "H", "H", "H", "H", "H", "H", "H", "H", "H", "H", "H", "H", "H", "H", "O", "S", "O", "O", "O"], "xyz": [[-0.09, 0.05, 0.05], [2.41, 3.05, 0.55], [1.43, 2.19, 1.11], [0.68, 2.75, 2.13], [1.24, 3.61, 3.06], [0.46, 4.20, 4.04], [-0.89, 3.90, 4.11], [-1.45, 3.03, 3.20], [-0.70, 2.43, 2.18], [-1.24, 1.57, 1.24], [-2.56, 1.58, 1.29], [-3.41, 0.86, 0.64], [-3.07, -0.30, -0.29], [-1.95, -0.13, -0.99], [-4.24, -0.69, -1.16], [-5.50, -0.29, -0.94], [-5.83, 0.66, 0.09], [-7.15, 1.05, 0.30], [-7.47, 1.99, 1.26], [-6.45, 2.56, 2.02], [-5.14, 2.19, 1.81], [-4.80, 1.22, 0.86], [2.10, 4.09, 0.62], [2.52, 2.79, -0.50], [3.38, 2.92, 1.06], [2.30, 3.82, 3.03], [0.90, 4.88, 4.75], [-1.51, 4.35, 4.87], [-2.50, 2.78, 3.26], [-4.00, -1.38, -1.95], [-6.31, -0.65, -1.57], [-7.94, 0.61, -0.30], [-8.50, 2.28, 1.43], [-6.69, 3.30, 2.77], [-4.36, 2.66, 2.38], [-0.08, -1.54, -2.45], [-0.12, -0.90, -3.68], [-0.19, 0.45, -3.69], [-0.46, 1.09, -4.85], [-0.03, 1.06, -2.53], [-0.01, 2.37, -2.39], [0.09, 3.13, -3.36], [-0.04, 2.77, -1.24], [0.35, -2.46, -2.49], [-0.98, -1.55, -1.95], [-0.53, -1.38, -4.48], [-0.36, 0.61, -5.73], [-0.31, 2.09, -4.79], [4.54, -2.77, 3.17], [3.18, -3.27, 3.56], [3.10, -4.25, 4.54], [1.88, -4.78, 4.94], [0.72, -4.36, 4.33], [0.78, -3.38, 3.35], [2.00, -2.82, 2.97], [1.85, -1.51, 1.67], [3.02, -0.29, 2.41], [4.23, 0.08, 1.81], [5.01, 1.08, 2.35], [4.60, 1.71, 3.51], [3.42, 1.35, 4.12], [2.60, 0.37, 3.57], [1.29, 0.03, 4.21], [2.69, -2.25, 0.24], [3.04, -3.60, 0.18], [3.42, -4.18, -1.01], [3.40, -3.42, -2.18], [3.01, -2.10, -2.14], [2.63, -1.47, -0.94], [2.19, -0.10, -0.89], [5.30, -3.53, 3.37], [4.80, -1.88, 3.75], [4.57, -2.51, 2.12], [4.01, -4.60, 5.01], [1.85, -5.54, 5.72], [-0.24, -4.77, 4.60], [-0.12, -3.05, 2.87], [4.55, -0.44, 0.92], [5.93, 1.37, 1.86], [5.21, 2.50, 3.94], [3.10, 1.85, 5.02], [0.95, 0.85, 4.84], [1.40, -0.86, 4.83], [0.53, -0.18, 3.46], [3.01, -4.20, 1.08], [3.71, -5.22, -1.05], [3.69, -3.87, -3.12], [2.98, -1.52, -3.05], [2.35, 0.41, -1.84], [2.68, 0.45, -0.09], [-2.03, -3.26, 1.90], [-1.65, -2.06, 1.22], [-1.11, -1.00, 2.08], [-0.67, -2.29, 0.13], [-2.99, -1.55, 0.59]], "mulliken_charge": [-0.544, -1.367, 1.279, 0.753, -0.628, -0.884, -1.114, -0.940, 0.041, 1.226, -0.732, 0.012, 2.072, -0.579, -1.515, -1.288, 0.934, -0.994, -0.526, -0.891, -0.252, 0.510, 0.466, 0.255, 0.279, 0.489, 0.423, 0.370, 0.474, 0.485, 0.316, 0.376, 0.374, 0.396, 0.374, -0.167, -0.535, 0.685, -0.437, 0.443, 0.363, -0.873, -0.546, 0.434, 0.269, 0.226, 0.208, 0.249, -1.579, 0.915, -0.773, -0.748, -0.720, -0.645, 0.439, 2.530, 0.843, 0.207, -1.066, -0.726, -0.346, 0.264, -2.152, 0.197, -0.611, -1.067, -0.656, -0.565, 0.544, -0.984, 0.560, 0.225, 0.125, 0.437, 0.339, 0.505, -0.011, 0.311, 0.388, 0.349, 0.433, 0.421, 0.268, 0.475, 0.376, 0.410, 0.369, 0.423, 0.822, -0.310, -0.727, 0.870, -0.523, -0.540, -0.262], "e_above_lowest_kj_mol": 235.68, "e_tot_ev": -89039.341, "largest_force_ev_per_a": 2.0, "charge": -1, "gap_ev": 6.1031}

---

No. 3
{"formula": "NO5P", "method": "ωB97M-V/def2-TZVPD", "symbols": ["N", "O", "O", "O", "O", "O", "P"], "xyz": [[0.93, 0.54, -0.20], [-0.85, -2.45, 0.99], [-1.35, 0.17, -1.40], [1.50, 0.70, 0.90], [1.47, 0.62, -1.31], [-1.44, 0.61, 1.11], [-0.84, -0.09, -0.05]], "nbo_charge": [0.262, -1.023, -1.171, -0.463, -0.463, -1.160, 2.019], "e_above_lowest_kj_mol": 567.84, "e_tot_ev": -21010.864, "largest_force_ev_per_a": 2.9, "charge": -2, "gap_ev": [6.8122, 6.0999]}

---

No. 4
{"formula": "C23H41N2P3PbSe", "method": "ωB97M-V/def2-TZVPD", "symbols": ["Pb", "P", "P", "P", "H", "C", "C", "H", "C", "C", "C", "C", "C", "C", "C", "C", "C", "H", "H", "H", "H", "H", "H", "H", "H", "H", "H", "H", "H", "H", "H", "H", "H", "H", "H", "H", "H", "H", "H", "H", "H", "H", "H", "H", "H", "H", "C", "C", "C", "C", "C", "C", "Se", "H", "H", "H", "H", "H", "H", "N", "C", "C", "C", "C", "C", "N", "C", "H", "H", "H", "H"], "xyz": [[1.22, 1.82, -0.05], [0.35, -1.21, 2.33], [2.12, -1.07, -0.62], [-1.71, 1.10, 1.21], [-1.46, 1.82, -7.42], [-1.79, 2.78, -6.99], [-0.98, 3.51, -6.20], [0.04, 3.21, -5.93], [-0.53, -2.80, 2.04], [1.92, -1.89, 2.97], [-0.40, -0.84, 3.96], [2.27, -0.75, -2.42], [3.92, -1.23, -0.22], [1.73, -2.87, -0.76], [-2.63, 2.04, -0.08], [-2.13, 2.21, 2.63], [-3.06, -0.14, 1.49], [-2.80, 3.11, -7.32], [-1.33, 4.46, -5.79], [-0.43, -3.43, 2.93], [-0.09, -3.30, 1.17], [-1.59, -2.58, 1.84], [1.69, -2.71, 3.66], [2.48, -1.11, 3.50], [2.51, -2.26, 2.12], [-0.40, -1.77, 4.56], [-1.42, -0.48, 3.82], [0.22, -0.09, 4.46], [3.07, -1.37, -2.86], [2.49, 0.32, -2.59], [1.31, -1.01, -2.90], [4.32, -2.13, -0.71], [4.05, -1.31, 0.87], [4.46, -0.34, -0.57], [2.49, -3.37, -1.38], [0.75, -2.99, -1.27], [1.68, -3.36, 0.22], [-3.62, 2.33, 0.31], [-2.76, 1.39, -0.95], [-2.06, 2.94, -0.36], [-3.21, 2.44, 2.61], [-1.57, 3.16, 2.56], [-1.87, 1.72, 3.57], [-4.00, 0.40, 1.66], [-2.88, -0.79, 2.36], [-3.17, -0.78, 0.60], [-2.00, -1.23, -2.98], [-1.41, -0.19, -3.71], [-2.03, 0.25, -4.89], [-3.27, -0.25, -5.28], [-3.88, -1.26, -4.53], [-3.27, -1.69, -3.37], [-1.41, -2.20, -1.44], [-1.48, -0.92, -0.58], [-0.49, 0.26, -3.34], [-1.54, 1.01, -5.50], [-3.79, 0.15, -6.16], [-4.80, -1.77, -4.84], [-3.74, -2.46, -2.74], [1.09, 1.82, 6.92], [1.69, 1.67, 5.92], [2.43, 1.56, 4.67], [3.79, 1.28, 4.66], [4.43, 1.16, 3.44], [3.69, 1.35, 2.27], [2.37, 1.65, 2.25], [1.76, 1.74, 3.46], [4.32, 1.22, 5.61], [5.48, 0.90, 3.39], [4.16, 1.20, 1.30], [0.69, 1.97, 3.45]], "mulliken_charge": [1.140, 0.846, 0.753, 0.570, 0.371, -0.286, -0.163, 0.309, -1.390, -0.945, -0.883, -1.060, -1.452, -1.060, -0.939, -1.617, -1.213, 0.318, 0.293, 0.584, 0.313, 0.360, 0.581, 0.176, 0.281, 0.584, 0.303, -0.012, 0.467, 0.444, 0.234, 0.520, 0.365, 0.436, 0.525, -0.081, 0.411, 0.469, 0.317, 0.431, 0.531, 0.447, 0.409, 0.536, 0.402, 0.254, 0.258, 0.174, -0.209, -0.049, -0.843, -0.583, 0.008, -0.180, 0.319, -0.162, 0.425, 0.415, 0.408, -0.337, -0.378, 0.656, -0.215, -0.899, -0.227, -0.076, -0.694, 0.557, 0.469, 0.526, 0.759], "e_above_lowest_kj_mol": 0.00, "e_tot_ev": -125910.877, "largest_force_ev_per_a": 3.6, "charge": 4, "gap_ev": [4.5852, 3.5252]}

---

No. 5
{"formula": "C4H2MgNaO2", "method": "ωB97M-V/def2-TZVPD", "symbols": ["H", "O", "C", "C", "C", "Na", "O", "C", "Mg", "H"], "xyz": [[-2.94, 1.27, 0.77], [-2.52, -0.57, 0.00], [-2.17, 0.49, 0.58], [-0.84, 0.91, 0.65], [0.42, 1.00, 0.48], [-1.16, -1.87, -1.07], [2.46, -0.42, -0.38], [1.38, -0.81, 0.14], [2.08, 1.54, -0.71], [1.53, -1.56, 0.96]], "nbo_charge": [0.182, -0.669, 0.337, -0.194, -0.533, 0.972, -0.760, 0.141, 1.352, 0.172], "e_above_lowest_kj_mol": 0.00, "e_tot_ev": -18125.406, "largest_force_ev_per_a": 4.1, "charge": 1, "gap_ev": [6.5755, 5.1806]}

---

No. 6
{"formula": "C5H2F6", "method": "ωB97M-V/def2-TZVPD", "symbols": ["C", "C", "C", "C", "C", "F", "F", "F", "F", "F", "F", "H", "H"], "xyz": [[-0.97, -1.53, -0.50], [-1.29, -0.66, 0.44], [0.47, 0.65, -0.71], [-0.84, 0.75, 0.19], [1.73, 0.17, -0.01], [-1.27, -2.81, -0.73], [-2.08, -0.76, 1.57], [0.52, 1.16, -1.89], [-0.70, 1.35, 1.38], [-1.71, 1.53, -0.47], [1.42, -0.31, 1.21], [2.52, 1.06, 0.05], [2.21, -0.59, -0.54]], "nbo_charge": [0.371, 0.112, 0.435, 0.575, -0.035, -0.293, -0.317, -0.268, -0.311, -0.318, -0.329, 0.183, 0.195], "e_above_lowest_kj_mol": 405.25, "e_tot_ev": -21516.419, "largest_force_ev_per_a": 3.5, "charge": 0, "gap_ev": [7.4671, 9.9229]}

---

No. 7
{"formula": "C4H4AgO2", "method": "ωB97M-V/def2-TZVPD", "symbols": ["H", "O", "C", "C", "C", "C", "O", "Ag", "H", "H", "H"], "xyz": [[-1.22, 1.40, -1.18], [-1.59, 1.35, 3.55], [-1.97, 0.72, 2.65], [-2.45, 0.01, 1.64], [-1.52, 0.56, -0.53], [-2.79, 0.67, 0.22], [-0.68, -0.25, -0.14], [1.54, -1.31, -0.98], [-2.80, -0.99, 1.87], [-3.58, 0.08, -0.26], [-3.03, 1.74, 0.31]], "nbo_charge": [0.155, -0.415, 0.720, -0.566, 0.479, -0.512, -0.648, 0.975, 0.278, 0.278, 0.256], "e_above_lowest_kj_mol": 0.00, "e_tot_ev": -12297.004, "largest_force_ev_per_a": 2.4, "charge": 1, "gap_ev": 5.6782}